No. 1
One molecule with the formula CH4IPS, computed with ωB97M-V/def2-TZVPD.

Structure (XYZ):
```
8
Properties=species:S:1:pos:R:3:lowdin_charge:R:1
I 3.336 -0.500 0.278 0.33
S 1.585 1.147 0.395 0.02
P -1.580 0.633 0.072 0.73
C 0.051 -0.064 -0.179 -0.89
H -1.927 0.323 1.328 -0.15
H 0.408 -1.106 0.162 0.01
H 0.127 0.004 -1.346 0.04
H -2.001 -0.437 -0.711 -0.09
```

Computed properties:
E_LUMO: -0.025 Ha
Energy relative to the best compared isomer or geometry (same formula, charge and spin): 206.90 kJ/mol
Charge: 0
Largest force on an atom: 3.99 eV/Å

No. 2
A 8-piece molecular cluster, C14H18B2Br4N2O22 overall, computed with ωB97M-V/def2-TZVPD.

Structure (XYZ):
```
62
Properties=species:S:1:pos:R:3:lowdin_charge:R:1
Br -2.848 -1.299 -2.535 0.65
Br 3.608 2.219 -5.329 0.58
Br -3.593 1.066 -0.191 0.68
Br -0.506 1.561 -3.098 0.73
O 1.764 -2.243 -0.583 0.09
O -4.315 -2.940 2.307 0.25
O 4.294 3.191 1.028 0.12
O -2.573 -1.530 2.919 0.21
O 2.753 -0.315 -1.129 0.21
O 0.540 -1.108 2.239 0.01
O 2.496 -2.055 2.735 0.12
O 4.568 1.323 -1.916 0.19
O -2.160 -3.858 2.847 0.23
O 0.203 3.074 2.157 -0.02
O 1.762 -0.164 3.640 -0.06
O 4.018 1.071 0.294 0.23
O 4.967 3.566 -1.917 0.12
O 1.061 3.776 0.129 0.09
O -6.091 -1.726 3.116 0.10
O -2.435 -2.801 0.805 0.19
O -0.482 -5.265 2.185 0.14
O 4.613 -3.001 -0.007 0.12
O -0.591 -3.711 -0.213 0.15
O 5.007 -0.787 -0.762 0.22
O -3.660 0.149 3.876 0.09
O -0.167 1.977 0.385 -0.10
N -0.954 0.863 3.395 0.31
N -0.461 -0.567 -0.622 0.25
C 4.427 2.346 0.137 -0.33
C -4.397 -0.029 -2.693 -0.61
C 4.278 -1.903 -0.461 -0.30
C 0.351 2.957 0.929 -0.81
C -3.682 -0.928 3.305 -0.34
C -1.364 -3.602 0.700 -0.38
C -4.130 1.327 -2.058 -0.66
C -4.888 -1.916 2.923 -0.32
C 4.699 2.523 -1.349 -0.38
C 2.803 -1.575 -0.762 -0.32
C 2.206 2.277 -3.891 -0.62
C 0.900 1.724 -4.528 -0.60
C -1.334 -4.422 1.966 -0.37
C 1.563 -1.127 2.854 -0.89
B 4.090 0.324 -0.956 -0.92
B -2.900 -2.776 2.183 -0.96
H -0.656 -0.312 -1.579 -0.08
H 2.612 1.777 -3.012 0.03
H -1.250 -1.080 -0.257 0.04
H -0.212 0.285 -0.139 0.05
H -3.305 1.879 -2.509 0.00
H -0.592 0.127 2.806 0.06
H 3.036 -1.569 3.362 0.09
H 0.258 -1.267 -0.734 0.06
H -5.052 1.906 -2.107 0.06
H -0.499 0.798 4.293 0.13
H 2.098 3.291 -3.505 0.06
H 0.997 3.408 -0.756 0.07
H 0.953 0.715 -4.938 0.05
H -0.714 1.677 2.847 0.07
H -1.951 0.799 3.549 0.07
H -5.206 -0.623 -2.267 0.05
H -4.592 0.140 -3.752 0.05
H 0.637 2.384 -5.355 0.05
```

Computed properties:
E_LUMO: 0.121 Ha
Energy relative to the best compared isomer or geometry (same formula, charge and spin): 195.38 kJ/mol
Charge: -2
Largest force on an atom: 6.40 eV/Å

No. 3
A 2-piece molecular cluster, C3H8NS overall, computed with ωB97M-V/def2-TZVPD.

Structure (XYZ):
```
13
Properties=species:S:1:pos:R:3:mulliken_spin:R:1
S 1.104 -0.930 -1.091 1.03
N -2.091 -1.804 -0.488 -0.01
C 0.729 1.681 0.331 0.08
C 2.060 1.060 0.823 0.12
C 1.179 0.355 -0.163 0.61
H -0.159 1.855 0.945 0.03
H -2.644 -2.395 -1.181 0.00
H -2.564 -0.878 -0.532 0.00
H 2.915 1.542 0.386 0.04
H 0.763 2.521 -0.409 0.04
H -2.347 -2.189 0.392 0.00
H -1.187 -1.610 -0.809 0.05
H 2.240 0.793 1.795 0.02
```

Computed properties:
E_LUMO (spin up / spin down): -0.152 / -0.224 Ha
Energy relative to the best compared isomer or geometry (same formula, charge and spin): 116.10 kJ/mol
Charge: +1
Largest force on an atom: 5.59 eV/Å
2S+1: 3

No. 4
A 7-piece molecular cluster, C11H33NO9 overall, computed with ωB97M-V/def2-TZVPD.

Structure (XYZ):
```
54
Properties=species:S:1:pos:R:3:lowdin_charge:R:1
O -2.563 -2.984 1.405 -0.12
O -4.139 2.138 -0.669 -0.01
O 3.003 -0.963 -6.516 -0.12
O -0.492 1.626 3.758 -0.11
O 0.503 0.155 -0.638 -0.12
O 0.207 3.033 -1.050 -0.14
O -6.163 3.264 -0.523 0.09
O -5.103 3.022 -2.536 -0.04
O 3.991 -5.060 4.074 -0.04
N 2.888 -3.095 3.544 -0.21
C 3.072 -1.587 -5.228 -0.16
C 1.855 -0.255 -0.551 -0.14
C -2.997 1.818 -1.462 -0.04
C -5.212 2.837 -1.201 -0.50
C -1.596 -2.424 0.522 -0.16
C 3.566 -4.233 3.215 -0.28
C -5.961 3.896 -3.265 -0.03
C -0.362 0.376 3.146 -0.17
C 1.581 3.489 -1.031 -0.12
C 2.580 -2.142 2.527 -0.09
C 2.438 -2.767 4.900 -0.03
H 3.258 -1.290 2.569 0.10
H -1.410 0.097 3.039 0.08
H -0.644 -2.951 0.588 0.07
H -0.303 3.822 -0.851 0.08
H -5.374 4.797 -3.444 0.09
H 3.611 -1.461 -7.068 0.07
H 0.447 1.111 -0.703 0.02
H 2.278 2.710 -1.339 0.08
H -2.275 1.147 -0.997 0.09
H 0.203 -0.348 3.734 0.06
H 1.954 -1.059 0.179 0.05
H 2.742 -1.726 5.000 0.09
H 3.815 -4.170 2.144 0.13
H 2.194 -0.564 -1.540 0.07
H 1.564 -1.791 2.709 0.07
H -2.449 2.750 -1.600 0.08
H -1.386 -1.389 0.793 0.05
H 2.626 -0.946 -4.468 0.07
H -1.975 -2.364 -0.498 0.08
H 1.845 3.823 -0.028 0.08
H -6.887 4.128 -2.739 0.09
H 4.121 -1.799 -5.022 0.07
H -0.012 0.481 2.119 0.07
H 2.886 -3.390 5.674 0.09
H 2.565 0.541 -0.325 0.07
H 1.352 -2.735 4.990 0.08
H -6.224 3.510 -4.250 0.09
H -2.112 -3.387 2.150 0.07
H 1.672 4.416 -1.598 0.08
H 2.709 -2.512 1.510 0.07
H -1.170 1.505 4.427 0.08
H -3.289 1.452 -2.446 0.10
H 2.569 -2.548 -5.130 0.07
```

Computed properties:
E_LUMO: 0.010 Ha
Charge: 0
Largest force on an atom: 3.78 eV/Å

No. 5
An isolated ion of composition C4H8NO and charge +1, computed with ωB97M-V/def2-TZVPD.

Structure (XYZ):
```
14
Properties=species:S:1:pos:R:3:lowdin_charge:R:1
O 2.630 -1.528 0.311 0.13
N -0.557 -0.005 -0.558 0.05
C 0.662 0.311 0.275 -0.17
C 1.620 -0.784 0.647 -0.26
C -1.793 0.829 -0.560 0.01
C 0.742 -0.368 1.587 0.13
H -0.782 -0.960 -0.335 0.17
H 2.706 -1.532 -0.733 0.21
H 0.266 -0.462 2.513 0.10
H -0.149 0.076 -1.515 0.19
H -2.059 1.223 0.392 0.10
H -2.581 0.244 -0.950 0.09
H 1.127 1.234 0.117 0.13
H -1.832 1.721 -1.191 0.11
```

Computed properties:
E_LUMO: -0.136 Ha
Energy relative to the best compared isomer or geometry (same formula, charge and spin): 280.09 kJ/mol
Charge: +1
Largest force on an atom: 4.71 eV/Å

No. 6
One molecule with the formula C24H30N2O3, computed with ωB97M-V/def2-TZVPD.

Structure (XYZ):
```
59
Properties=species:S:1:pos:R:3:lowdin_charge:R:1
O 3.426 0.402 -2.223 0.07
O -6.983 0.819 -0.074 -0.05
O -0.451 0.412 0.569 0.08
N 1.895 0.246 -0.586 0.11
N -1.614 0.331 -1.396 0.14
C -4.671 0.617 0.687 -0.01
C 0.627 -2.403 -0.838 -0.23
C -7.452 0.882 1.259 -0.27
C 3.153 0.428 -1.039 -0.47
C 0.771 0.017 -1.455 -0.21
C -5.649 0.699 -0.299 -0.27
C 5.172 2.549 1.445 -0.20
C 6.567 2.131 0.994 -0.21
C -5.259 0.654 -1.640 0.00
C -3.335 0.498 0.344 0.00
C -3.930 0.536 -1.978 -0.02
C 1.751 -2.825 -0.140 -0.04
C 4.140 2.206 0.375 -0.15
C -0.626 -2.835 -0.421 -0.04
C 0.373 -4.080 1.369 -0.09
C 0.766 -1.441 -1.983 -0.08
C 1.626 -3.659 0.957 -0.08
C 4.166 0.704 0.063 -0.25
C 5.568 0.284 -0.378 -0.16
C -0.495 0.283 -0.637 -0.43
C -8.964 1.029 1.209 -0.07
C -0.752 -3.669 0.676 -0.08
C 6.599 0.637 0.688 -0.20
C -2.951 0.460 -0.989 -0.23
H -7.177 -0.035 1.798 0.13
H 0.274 -4.729 2.227 0.10
H -1.732 -3.996 0.990 0.10
H -7.003 1.742 1.775 0.13
H -1.490 0.259 -2.397 0.14
H 5.149 3.622 1.646 0.11
H 3.141 2.498 0.709 0.12
H 4.919 2.030 2.373 0.11
H 6.385 0.076 1.601 0.11
H 5.583 -0.790 -0.574 0.12
H -6.022 0.715 -2.399 0.12
H -2.586 0.437 1.116 0.10
H -1.511 -2.519 -0.955 0.11
H -4.932 0.645 1.732 0.11
H 1.663 0.272 0.399 0.14
H 2.508 -3.980 1.492 0.10
H 6.839 2.689 0.096 0.11
H 7.595 0.348 0.345 0.11
H 2.729 -2.498 -0.463 0.11
H -3.645 0.503 -3.021 0.11
H 3.879 0.147 0.961 0.15
H -9.231 1.936 0.672 0.08
H 0.841 0.702 -2.311 0.16
H -9.403 0.180 0.692 0.08
H 7.297 2.369 1.771 0.11
H 5.804 0.793 -1.313 0.12
H -9.364 1.080 2.218 0.08
H -0.053 -1.570 -2.693 0.12
H 4.365 2.758 -0.540 0.13
H 1.711 -1.596 -2.505 0.12
```

Computed properties:
E_LUMO: 0.024 Ha
Energy relative to the best compared isomer or geometry (same formula, charge and spin): 86.02 kJ/mol
Charge: 0
Largest force on an atom: 0.62 eV/Å

Number 1: DFT total energy -1077.67729 a.u.. Number 2: DFT total energy -12655.48884 a.u.. Number 3: DFT total energy -571.63073 a.u.. Number 4: DFT total energy -1170.68219 a.u.. Number 5: DFT total energy -286.83581 a.u.. Number 6: DFT total energy -1267.83357 a.u..